CH2IP | the ωB97M-V functional and the def2-TZVPD basis

Geometry as XYZ:
```
5
Properties=species:S:1:pos:R:3:forces:R:3
C 0.93409 -0.00498 0.06099 -2.73 -0.47 -0.32
P -0.57203 0.74816 -0.07598 0.42 0.03 -0.06
I -3.25894 -0.28840 0.03028 2.00 0.13 0.09
H 1.77422 0.60219 -0.22708 0.22 0.44 0.13
H 1.12267 -1.05696 0.21180 0.10 -0.12 0.15
```
Positions in Å, forces in eV/Å.

Calculated values
gap between HOMO and LUMO (spin up / spin down)	0.2776 / 0.2775	Eh
HOMO level (spin up / spin down)	-9.2579 / -9.2576	eV
spin multiplicity	1
structure (SMILES)	C=PI
net charge	0